(1)
Here is a molecular structure, C2H4N4O2 at a distorted geometry from OMol25. Energies are from ωB97M-V/def2-TZVPD.

Computed properties:
strongest force on any atom = 7.34 eV/A
energy above the lowest of the compared OMol25 structures with the same formula, charge and spin = 83.16 kcal/mol
E_LUMO = 0.1 eV
gap between HOMO and LUMO = 0.37082 Eh

The geometry in ORCA input format:
```
! wB97M-V def2-TZVPD RIJCOSX def2/J DEFGRID3
* xyz 0 1
C -1.40 0.03 0.02
C 0.47 0.67 -0.08
H 2.66 -1.56 -0.27
H 1.20 -1.69 1.25
H -0.81 -1.93 -0.96
H 1.65 2.21 0.11
N 1.79 -1.04 0.52
N 0.75 -0.62 -0.56
N -0.62 -1.22 -0.11
N -0.71 1.13 0.23
O -2.63 0.07 0.11
O 1.68 1.31 -0.15
*
```

***

(2)
Here is a single C2H4N4O2 molecule at a distorted geometry from OMol25. Energies are from ωB97M-V/def2-TZVPD.

Computed properties:
strongest force on any atom = 7.72 eV/A
energy above the lowest of the compared OMol25 structures with the same formula, charge and spin = 113.12 kcal/mol
E_LUMO = 0.0 eV
structure (SMILES) = COn1[nH]nnc1=O
gap between HOMO and LUMO = 0.36276 Eh

The geometry in ORCA input format:
```
! wB97M-V def2-TZVPD RIJCOSX def2/J DEFGRID3
* xyz 0 1
C 1.82 -0.01 0.13
C -0.81 0.98 -0.20
H 2.68 0.04 -0.55
H 1.73 1.07 0.49
H 1.86 -0.82 0.96
H -1.27 -1.84 0.73
N -0.35 -0.18 -0.12
N -1.32 -1.15 -0.18
N -2.45 -0.47 -0.10
N -2.24 0.79 -0.21
O 0.75 -0.51 -0.78
O -0.40 2.10 -0.17
*
```

***

(3)
Here is 2 unconnected molecules or ions with the total composition C2H4N4O2 at a distorted geometry from OMol25. Energies are from ωB97M-V/def2-TZVPD.

Computed properties:
strongest force on any atom = 7.62 eV/A
energy above the lowest of the compared OMol25 structures with the same formula, charge and spin = 166.65 kcal/mol
E_LUMO = -0.9 eV
gap between HOMO and LUMO = 0.30067 Eh

The geometry in ORCA input format:
```
! wB97M-V def2-TZVPD RIJCOSX def2/J DEFGRID3
* xyz 0 1
C 1.26 -0.34 0.05
C -0.86 -0.71 0.16
H 3.08 0.32 -0.48
H -1.95 -2.15 0.14
H -2.62 1.15 -0.23
H 1.20 1.61 0.32
N 0.48 -1.36 0.35
N -2.12 -1.21 -0.22
N -0.57 0.64 -0.46
N 0.77 0.92 -0.31
O 2.59 -0.31 0.11
O -1.25 1.46 0.57
*
```

***

(4)
Here is a molecular structure, C2H4N4O2 at a distorted geometry from OMol25. Energies are from ωB97M-V/def2-TZVPD.

Computed properties:
strongest force on any atom = 6.71 eV/A
energy above the lowest of the compared OMol25 structures with the same formula, charge and spin = 131.78 kcal/mol
E_LUMO = 0.3 eV
gap between HOMO and LUMO = 0.32124 Eh

The geometry in ORCA input format:
```
! wB97M-V def2-TZVPD RIJCOSX def2/J DEFGRID3
* xyz 0 1
C -1.46 1.19 -0.18
C 0.08 -0.25 -1.04
H 0.88 0.03 1.37
H -0.23 -1.05 1.78
H -2.11 1.72 0.48
H 2.79 -1.38 0.11
N -0.25 -0.11 1.46
N -0.67 0.06 0.14
N -1.44 1.33 -1.45
N 1.28 -0.76 -1.01
O -0.46 0.52 -1.94
O 1.58 -1.30 0.29
*
```

***

(5)
Here is a single C2H4N4O2 molecule at a distorted geometry from OMol25. Energies are from ωB97M-V/def2-TZVPD.

Computed properties:
strongest force on any atom = 10.78 eV/A
energy above the lowest of the compared OMol25 structures with the same formula, charge and spin = 109.54 kcal/mol
E_LUMO = 0.3 eV
structure (SMILES) = NNc1n[nH]oc1=O
gap between HOMO and LUMO = 0.37086 Eh

The geometry in ORCA input format:
```
! wB97M-V def2-TZVPD RIJCOSX def2/J DEFGRID3
* xyz 0 1
C -0.24 -0.52 -0.02
C 0.56 0.86 -0.13
H -2.31 1.01 -0.40
H -2.55 0.30 1.00
H -1.90 -1.83 0.25
H 2.30 -0.70 1.03
N -2.68 0.09 0.02
N -1.59 -0.86 -0.29
N 0.66 -1.43 0.24
N 1.96 -0.88 -0.11
O 1.73 0.57 -0.17
O 0.03 2.03 0.16
*
```

***

(6)
Here is a single C2H4N4O2 molecule at a distorted geometry from OMol25. Energies are from ωB97M-V/def2-TZVPD.

Computed properties:
strongest force on any atom = 9.58 eV/A
energy above the lowest of the compared OMol25 structures with the same formula, charge and spin = 89.36 kcal/mol
E_LUMO = 0.5 eV
structure (SMILES) = [H]/N=c1/nc(O)n(N)o1
gap between HOMO and LUMO = 0.35728 Eh

The geometry in ORCA input format:
```
! wB97M-V def2-TZVPD RIJCOSX def2/J DEFGRID3
* xyz 0 1
C 1.09 -0.30 0.79
C 0.25 0.17 -1.13
H -1.50 0.80 0.67
H -2.65 -0.65 -0.11
H 1.52 -0.72 2.58
H 0.46 1.48 -2.26
N -1.70 0.03 -0.07
N -0.55 -0.73 -0.54
N 1.87 -0.24 1.89
N 1.29 0.44 -0.42
O 0.15 -1.18 0.63
O -0.23 0.90 -2.03
*
```

***

(7)
Here is a single C2H4N4OS molecule at a distorted geometry from OMol25. Energies are from ωB97M-V/def2-TZVPD.

Computed properties:
strongest force on any atom = 4.55 eV/A
energy above the lowest of the compared OMol25 structures with the same formula, charge and spin = 76.54 kcal/mol
E_LUMO = 0.2 eV
structure (SMILES) = [H]/N=c1\n(S)cnn1O
gap between HOMO and LUMO = 0.31204 Eh

The geometry in ORCA input format:
```
! wB97M-V def2-TZVPD RIJCOSX def2/J DEFGRID3
* xyz 0 1
C -0.31 1.66 -0.23
C 0.11 -0.48 -0.13
H -2.60 0.12 1.39
H -0.86 2.50 -0.19
H 2.34 -1.30 -0.26
H -0.32 -2.50 -0.25
N -0.95 0.40 -0.16
N 0.95 1.53 -0.15
N 1.28 0.31 0.19
N 0.36 -1.74 -0.21
O 2.55 -0.31 0.06
S -2.56 -0.19 -0.05
*
```

***

(8)
Here is a single C2H4N4S molecule at a distorted geometry from OMol25. Energies are from ωB97M-V/def2-TZVPD.

Computed properties:
strongest force on any atom = 6.96 eV/A
energy above the lowest of the compared OMol25 structures with the same formula, charge and spin = 52.84 kcal/mol
E_LUMO = 0.6 eV
structure (SMILES) = S/N=c1\[nH]cn[nH]1
gap between HOMO and LUMO = 0.29505 Eh

The geometry in ORCA input format:
```
! wB97M-V def2-TZVPD RIJCOSX def2/J DEFGRID3
* xyz 0 1
C -0.09 0.24 0.10
C -1.83 0.62 -1.09
H 2.53 -1.53 1.62
H -0.80 -1.36 -1.15
H -2.67 0.17 -1.69
H -0.44 2.06 1.22
N 1.01 -0.04 0.76
N -0.79 -0.32 -0.90
N -1.75 1.65 -0.35
N -0.58 1.53 0.21
S 1.73 -1.52 0.50
*
```

***

(9)
Here is a single C2H4N4S2 molecule at a distorted geometry from OMol25. Energies are from ωB97M-V/def2-TZVPD.

Computed properties:
strongest force on any atom = 6.41 eV/A
energy above the lowest of the compared OMol25 structures with the same formula, charge and spin = 102.44 kcal/mol
E_LUMO = 0.2 eV
gap between HOMO and LUMO = 0.29970 Eh

The geometry in ORCA input format:
```
! wB97M-V def2-TZVPD RIJCOSX def2/J DEFGRID3
* xyz 0 1
C -0.99 0.04 -0.46
C 1.21 -1.13 0.00
N -1.31 1.44 -0.52
N -0.32 1.92 0.20
N 0.55 1.13 0.58
N 0.39 0.05 -0.21
S -1.99 -1.28 -0.91
S -1.76 -0.68 1.05
H 1.43 -1.71 -1.06
H 2.26 -0.65 0.07
H 0.93 -1.90 0.64
H -0.41 2.77 0.62
*
```

***

(10)
Here is a single C2H4N6 molecule at a distorted geometry from OMol25. Energies are from ωB97M-V/def2-TZVPD.

Computed properties:
strongest force on any atom = 8.35 eV/A
energy above the lowest of the compared OMol25 structures with the same formula, charge and spin = 113.72 kcal/mol
E_LUMO = -0.7 eV
structure (SMILES) = [H]/N=c1/nn[nH]n1N=C
gap between HOMO and LUMO = 0.31701 Eh

The geometry in ORCA input format:
```
! wB97M-V def2-TZVPD RIJCOSX def2/J DEFGRID3
* xyz 0 1
C 1.41 -1.52 0.19
C -1.48 0.72 -0.39
H 2.06 -0.55 0.56
H 1.86 -2.49 0.34
H 1.31 1.13 0.92
H -2.34 -1.02 -0.15
N 0.14 -1.32 0.04
N -0.25 0.07 0.19
N 0.78 0.98 -0.12
N 0.08 2.10 -0.33
N -1.05 1.96 -0.73
N -2.52 -0.07 -0.52
*
```

***

(11)
Here is a single C2H4N6 molecule at a distorted geometry from OMol25. Energies are from ωB97M-V/def2-TZVPD.

Computed properties:
strongest force on any atom = 1.84 eV/A
energy above the lowest of the compared OMol25 structures with the same formula, charge and spin = 37.61 kcal/mol
E_LUMO = -0.2 eV
structure (SMILES) = [H]/N=C\n1nn/c(=N\[H])[nH]1
gap between HOMO and LUMO = 0.34483 Eh

The geometry in ORCA input format:
```
! wB97M-V def2-TZVPD RIJCOSX def2/J DEFGRID3
* xyz 0 1
C -2.05 0.25 -0.01
C 1.47 -0.26 -0.01
H -2.01 -1.60 -0.33
H -2.49 1.26 0.18
H 3.25 -0.26 -0.46
H 0.19 -1.27 1.19
N -2.65 -0.79 -0.35
N -0.68 0.27 0.33
N 0.01 1.37 0.00
N 1.24 1.15 -0.17
N 2.54 -0.90 -0.16
N 0.20 -0.83 0.27
*
```

***

(12)
Here is a molecular structure, C2H4N6O6 at a distorted geometry from OMol25. Energies are from ωB97M-V/def2-TZVPD.

Computed properties:
strongest force on any atom = 3.66 eV/A
energy above the lowest of the compared OMol25 structures with the same formula, charge and spin = 35.57 kcal/mol
E_LUMO = -2.1 eV
gap between HOMO and LUMO = 0.30744 Eh

The geometry in ORCA input format:
```
! wB97M-V def2-TZVPD RIJCOSX def2/J DEFGRID3
* xyz 0 1
C 0.35 -1.18 -0.48
C -0.47 0.79 0.58
N -0.58 -0.44 -0.15
N 1.30 2.54 0.55
N 0.90 1.31 0.91
N -0.15 1.91 -2.40
N 1.54 2.78 -0.65
N 1.61 0.72 1.92
O -0.91 2.66 -1.84
O 1.77 3.78 -1.20
O 1.18 -0.30 2.30
O -0.17 1.37 -3.45
O 1.00 1.62 -1.82
O 2.54 1.35 2.29
H 1.37 -0.81 -0.43
H 0.13 -2.13 -0.97
H -0.97 1.64 -0.12
H -1.09 0.66 1.49
*
```

***

(13)
Here is a molecular structure, C2H4NO2 at a distorted geometry from OMol25. Energies are from ωB97M-V/def2-TZVPD.

Computed properties:
strongest force on any atom = 4.11 eV/A
energy above the lowest of the compared OMol25 structures with the same formula, charge and spin = 72.61 kcal/mol
E_LUMO = 4.4 eV
gap between HOMO and LUMO = 0.26710 Eh

The geometry in ORCA input format:
```
! wB97M-V def2-TZVPD RIJCOSX def2/J DEFGRID3
* xyz -1 1
O 0.57 -0.43 -1.94
C 0.24 -0.68 -0.81
N -0.84 0.04 -0.19
C -0.48 0.13 1.27
O 0.55 0.91 1.53
H 0.75 -1.42 -0.17
H -0.11 0.68 -0.62
H -1.37 0.41 1.89
H -0.41 -0.95 1.64
*
```

***

(14)
Here is a gas-phase ion, C2H4NO2 (charge +1) at a distorted geometry from OMol25. Energies are from ωB97M-V/def2-TZVPD.

Computed properties:
strongest force on any atom = 5.22 eV/A
energy above the lowest of the compared OMol25 structures with the same formula, charge and spin = 120.99 kcal/mol
E_LUMO (spin up / spin down) = -3.9 / -10.4 eV
gap between HOMO and LUMO (spin up / spin down) = 0.44074 / 0.31336 Eh

The geometry in ORCA input format:
```
! wB97M-V def2-TZVPD RIJCOSX def2/J DEFGRID3
* xyz 1 3
C 0.01 -0.92 -0.67
C 0.04 0.35 0.03
N -0.41 -1.11 -2.01
O -1.28 -1.35 -2.87
O 0.81 -1.36 -1.83
H -0.19 -1.73 -0.12
H -0.91 0.40 0.59
H 0.13 1.28 -0.58
H 0.88 0.23 0.62
*
```

***

(15)
Here is a gas-phase ion, C2H4NO2 (charge +1) at a distorted geometry from OMol25. Energies are from ωB97M-V/def2-TZVPD.

Computed properties:
strongest force on any atom = 5.27 eV/A
energy above the lowest of the compared OMol25 structures with the same formula, charge and spin = 84.37 kcal/mol
E_LUMO (spin up / spin down) = -4.5 / -8.2 eV
gap between HOMO and LUMO (spin up / spin down) = 0.22566 / 0.32780 Eh

The geometry in ORCA input format:
```
! wB97M-V def2-TZVPD RIJCOSX def2/J DEFGRID3
* xyz 1 3
C 0.95 0.79 -0.87
C 0.32 -0.41 -0.17
N -0.84 -0.22 0.65
O 1.70 1.75 -0.92
O 0.15 0.03 -1.54
H 0.80 -1.36 0.03
H -1.70 0.24 0.23
H -0.35 0.28 1.51
H -1.03 -1.10 1.08
*
```

***

(16)
Here is a molecular structure, C2H4NO2PS2 at a distorted geometry from OMol25. Energies are from ωB97M-V/def2-TZVPD.

Computed properties:
strongest force on any atom = 3.99 eV/A
energy above the lowest of the compared OMol25 structures with the same formula, charge and spin = 34.64 kcal/mol
E_LUMO = -0.8 eV
gap between HOMO and LUMO = 0.30456 Eh

The geometry in ORCA input format:
```
! wB97M-V def2-TZVPD RIJCOSX def2/J DEFGRID3
* xyz 0 1
C -1.01 0.51 0.35
C -1.32 -0.83 -0.37
N 1.96 1.16 -0.01
O 2.66 1.02 -0.97
O 1.55 2.22 0.45
P 1.26 -0.17 0.98
S -0.62 -2.29 0.48
S 1.27 -1.90 -0.19
H -1.10 1.35 -0.40
H -1.47 0.62 1.30
H -2.39 -0.82 -0.23
H -0.77 -0.86 -1.37
*
```

***

(17)
Here is a gas-phase ion, C2H4NO2S (charge -1) at a distorted geometry from OMol25. Energies are from ωB97M-V/def2-TZVPD.

Computed properties:
strongest force on any atom = 5.55 eV/A
energy above the lowest of the compared OMol25 structures with the same formula, charge and spin = 46.48 kcal/mol
E_LUMO = 4.2 eV
gap between HOMO and LUMO = 0.26355 Eh

The geometry in ORCA input format:
```
! wB97M-V def2-TZVPD RIJCOSX def2/J DEFGRID3
* xyz -1 1
C 0.94 -0.35 -0.68
C -0.47 -0.51 0.18
N 2.01 -0.70 -0.05
O -1.49 1.97 -0.47
O -2.07 0.97 1.79
S -1.01 1.33 0.79
H 0.81 -0.04 -1.77
H -1.24 -0.81 -0.43
H -0.47 -1.09 1.02
H 3.00 -0.77 -0.38
*
```

***

(18)
Here is 2 unconnected molecules or ions with the total composition C2H4NO3 at a distorted geometry from OMol25. Energies are from ωB97M-V/def2-TZVPD.

Computed properties:
strongest force on any atom = 5.53 eV/A
energy above the lowest of the compared OMol25 structures with the same formula, charge and spin = 176.67 kcal/mol
E_LUMO (spin up / spin down) = 4.2 / 4.2 eV
gap between HOMO and LUMO (spin up / spin down) = 0.24076 / 0.20454 Eh

The geometry in ORCA input format:
```
! wB97M-V def2-TZVPD RIJCOSX def2/J DEFGRID3
* xyz -1 1
C -2.11 0.55 -0.56
C 1.26 -0.92 0.29
N 0.67 0.41 0.34
O 1.20 1.41 -0.34
O -3.22 0.96 -0.19
O -0.42 0.61 0.93
H -1.84 0.60 -1.56
H 1.93 -1.01 1.19
H 0.51 -1.64 0.35
H 2.02 -0.97 -0.46
*
```

***

(19)
Here is a gas-phase ion, C2H4NO3 (charge +1) at a distorted geometry from OMol25. Energies are from ωB97M-V/def2-TZVPD.

Computed properties:
strongest force on any atom = 7.24 eV/A
energy above the lowest of the compared OMol25 structures with the same formula, charge and spin = 80.10 kcal/mol
E_LUMO (spin up / spin down) = -8.1 / -8.1 eV
structure (SMILES) = CO[C@@H]1O[N+]1=O
gap between HOMO and LUMO (spin up / spin down) = 0.28821 / 0.28824 Eh

The geometry in ORCA input format:
```
! wB97M-V def2-TZVPD RIJCOSX def2/J DEFGRID3
* xyz 1 1
C 0.50 -0.47 0.88
C -1.30 0.36 -0.83
N 1.79 -0.24 0.61
O 1.35 0.03 1.87
O 2.66 0.00 -0.02
O -0.41 0.74 0.14
H 0.05 -1.44 0.97
H -2.28 -0.19 -0.53
H -0.70 -0.13 -1.76
H -1.68 1.34 -1.33
*
```

***

(20)
Here is 3 unconnected molecules or ions with the total composition C2H4NO4P at a distorted geometry from OMol25. Energies are from ωB97M-V/def2-TZVPD.

Computed properties:
strongest force on any atom = 2.74 eV/A
energy above the lowest of the compared OMol25 structures with the same formula, charge and spin = 26.40 kcal/mol
E_LUMO = 5.5 eV
gap between HOMO and LUMO = 0.28035 Eh

The geometry in ORCA input format:
```
! wB97M-V def2-TZVPD RIJCOSX def2/J DEFGRID3
* xyz -2 1
C -2.41 1.13 -0.45
C -4.32 -2.12 0.60
N -5.29 -2.76 0.49
O 6.78 2.05 0.73
O 6.78 0.41 -1.20
O -6.29 -3.51 0.25
O 7.32 -0.38 1.22
P 7.01 0.67 0.26
H -2.41 0.11 -0.61
H -3.31 1.27 -0.94
H -1.62 1.63 -0.94
H -2.23 1.49 0.59
*
```